The following is a DFT calculation (ωB97M-V with the def2-TZVPD basis set) of a molecular structure, C12H23N4RuS.

Geometry (Å):
Ru: -0.380 -0.429 0.098
N: -1.849 -1.943 0.206
C: -3.165 -1.370 0.626
C: -3.321 -0.090 -0.168
N: -2.051 0.743 -0.026
C: -2.192 1.592 1.228
C: -0.962 1.473 2.113
N: -0.579 0.027 2.185
C: -1.819 1.546 -1.274
C: -1.523 0.605 -2.441
N: -0.431 -0.364 -2.061
H: -1.571 -2.706 0.826
H: -1.958 -2.387 -0.708
H: -3.980 -2.072 0.449
H: -3.130 -1.181 1.699
H: -3.483 -0.321 -1.217
H: -4.169 0.509 0.159
H: -2.402 2.624 0.947
H: -3.064 1.224 1.767
H: -0.113 2.010 1.691
H: -1.159 1.893 3.101
H: 0.254 -0.079 2.763
H: -1.304 -0.493 2.680
H: -2.687 2.175 -1.488
H: -0.973 2.206 -1.070
H: -2.397 0.023 -2.723
H: -1.244 1.181 -3.323
H: -0.515 -1.223 -2.603
H: 0.456 0.031 -2.365
S: 1.571 0.827 0.134
C: 3.062 0.064 -0.010
C: 4.201 0.937 0.045
C: 5.459 0.409 -0.055
C: 5.616 -0.978 -0.177
C: 4.508 -1.855 -0.231
C: 3.245 -1.348 -0.157
H: 4.043 2.001 0.165
H: 6.331 1.049 -0.026
H: 6.617 -1.393 -0.223
H: 4.677 -2.919 -0.335
H: 2.380 -1.998 -0.201

Output
- net charge = +3
- HOMO (spin up / spin down) (eV) = -19.307 / -19.301
- total energy (Eh) = -1182.1111
- energy relative to the best compared isomer or geometry (same formula, charge and spin) (kcal per mole) = 0.0